# C33H30BrCaIN8O2PS

C33H30BrCaIN8O2PS as an isolated structure at a distorted geometry (ωB97M-V/def2-TZVPD, the Open Molecules 2025 dataset).

Structure (XYZ):
```
78
Properties=species:S:1:pos:R:3:forces:R:3:mulliken_charge:R:1
Ca -1.3876 0.7902 -1.1014 1.24 1.07 1.69 2.5479
C -5.0888 -2.2863 0.6848 0.36 2.13 0.80 -0.8381
N -3.7399 -2.4584 1.2310 1.25 -0.32 0.88 0.1609
C -3.2367 -3.5250 1.9564 -2.49 0.63 -1.08 -0.0657
C -1.8860 -3.5161 1.7546 3.00 1.69 -0.39 -0.5041
N -1.4206 -2.3933 1.1170 -1.41 -1.63 0.71 -0.2448
C -2.5647 -1.7062 0.7943 -0.98 0.71 -0.70 0.2200
P -2.0573 0.2551 -4.8127 -1.20 0.98 -0.08 -0.3370
C -1.6410 -1.1093 -3.7767 1.35 -2.22 0.72 -0.0189
N -1.0144 -0.8907 -2.6163 -1.23 -2.23 -0.71 0.1708
C -0.7403 -2.1511 -2.1086 0.32 -0.63 0.27 -0.5811
C -1.0684 -3.1602 -2.9892 -0.67 1.71 -1.29 -1.0964
N -1.6653 -2.4666 -4.0951 0.35 0.52 1.05 0.1816
C -2.2285 -2.9605 -5.3828 0.63 0.06 1.26 -0.7334
C -3.3474 0.9624 -3.6547 -1.27 1.44 0.21 -0.0130
N -3.3153 1.2793 -2.3404 -1.34 -0.27 -1.00 -0.2102
C -4.5620 1.8648 -2.0268 1.69 -0.46 -0.11 -0.8233
C -5.3087 2.0031 -3.1372 1.07 -0.94 -1.21 -0.3418
N -4.5385 1.4260 -4.1868 -0.51 0.22 1.27 0.1291
C -5.0341 1.2607 -5.5442 -1.02 0.01 0.39 -0.9677
H -5.1872 -2.9286 -0.1437 -0.46 -1.06 -0.81 0.3519
H -5.8383 -2.4221 1.4691 0.13 -0.18 -0.29 0.3265
H -5.1934 -1.2449 0.2725 0.29 -0.91 0.65 0.2429
H -3.8052 -4.2719 2.5436 0.12 0.78 -0.76 0.4289
H -1.2079 -4.2830 2.0995 0.09 0.15 0.08 0.4319
H -0.3101 -2.2748 -1.1026 -0.19 0.09 -0.71 0.8411
H -0.8671 -4.2375 -2.9923 -0.37 0.68 0.03 0.4694
H -2.6307 -2.0713 -5.8361 -0.79 -0.06 -0.30 0.1864
H -1.4340 -3.2660 -6.0221 0.77 -0.41 -0.42 0.3627
H -2.9095 -3.8095 -5.2578 -0.10 0.57 0.12 0.3221
H -4.8259 2.1370 -1.0173 0.21 0.09 -0.02 0.5023
H -6.2944 2.4379 -3.2284 0.16 -0.22 -0.42 0.4679
H -4.9801 2.1948 -6.0729 0.28 0.31 -0.40 0.3234
H -4.5256 0.4645 -6.0524 0.47 -0.16 -0.25 0.3599
H -6.0947 0.9730 -5.5218 0.29 0.07 0.18 0.3472
O -2.6699 -0.6101 0.1889 -0.05 -2.16 1.12 -0.5560
S -1.1672 3.3331 1.3890 1.93 -2.10 -1.20 0.1996
O -0.8122 4.7324 1.1288 -0.36 0.86 0.08 -0.6576
N -0.2296 2.2674 0.3843 -1.92 0.46 0.26 -0.4397
C 1.1202 2.4504 0.2602 0.28 0.57 0.74 -0.2134
C 1.8032 3.4983 0.8833 -0.20 -0.40 -1.03 -0.1693
C 3.1853 3.5576 0.7653 1.36 -0.98 -1.19 -0.9246
C 3.9476 2.6751 -0.0192 -1.06 -0.22 -0.06 -1.1389
C 3.3056 1.5887 -0.7135 -1.47 1.39 1.32 0.8688
C 3.9237 0.6009 -1.4984 0.23 0.13 0.61 -0.6747
C 3.1786 -0.4799 -1.8981 1.12 1.17 -0.64 -1.2295
C 1.7991 -0.3858 -1.7561 0.30 -2.40 0.12 -0.0961
N 1.1458 0.4884 -1.0526 -0.52 0.22 -0.56 0.0842
C 1.8623 1.4821 -0.5062 1.13 0.76 0.35 0.1887
C -0.4819 2.8953 3.0341 -1.30 0.07 -0.64 0.9865
C -1.1795 3.5730 4.0366 0.55 -0.02 -0.47 -0.7415
C -0.9431 3.1678 5.3353 0.23 0.34 0.50 -0.4623
C -0.0977 2.0952 5.6463 0.49 0.12 0.27 -0.4157
C 0.5621 1.4049 4.6191 0.17 -0.46 0.15 -0.5981
C 0.3303 1.8096 3.2865 0.74 -0.89 0.48 -0.4363
H 1.2016 4.3247 1.2433 0.43 -0.18 0.48 0.6103
H 3.7381 4.3363 1.2442 0.11 0.52 0.29 0.4407
H 5.0137 2.8138 -0.1375 0.03 0.01 0.12 0.4205
H 4.9893 0.7054 -1.6996 -0.14 -0.24 0.07 0.4990
H 3.6876 -1.2894 -2.4109 -0.47 -0.06 -0.06 0.4261
H 1.2576 -1.2498 -2.1082 -0.10 0.24 -0.26 0.7146
H -1.8311 4.4172 3.7286 0.46 -0.61 0.61 0.3746
H -1.3306 3.7705 6.1410 -0.32 -0.13 0.22 0.3619
H 0.1006 1.8907 6.7243 -0.20 -0.05 -1.08 0.3215
H 1.2586 0.5351 4.8510 -1.03 1.31 -0.38 0.3704
H 0.8202 1.2515 2.4720 -0.40 0.45 0.44 0.2888
Br 4.3360 -3.2679 4.8203 -0.10 0.13 -0.11 -0.1761
C 5.4364 -2.2908 3.6269 -0.35 -0.19 -0.72 0.3471
C 6.6447 -1.8017 4.1402 0.71 -0.46 -0.45 -0.3939
C 7.5994 -1.2660 3.2609 -2.00 -0.17 0.35 -0.5142
C 7.1959 -1.0014 1.9412 1.49 0.98 0.75 -0.6135
C 5.9856 -1.3664 1.4567 -1.56 -1.58 1.58 -0.1580
C 5.1003 -2.1329 2.2730 0.57 0.82 -0.05 -0.1322
I 3.3078 -2.7678 1.3013 0.64 0.17 0.70 0.2554
H 6.8438 -1.9534 5.2102 0.03 0.12 -0.62 0.3547
H 8.5534 -0.9726 3.6389 0.44 0.24 0.05 0.3993
H 7.8274 -0.3376 1.3624 0.13 -0.34 -0.27 0.3261
H 5.6307 -1.1076 0.5035 -0.08 0.35 -1.22 0.3034
```
Positions in Å, forces in eV/Å.

Calculated values
Net charge: +1
Orbital gap (alpha / beta), eV: 3.5 / 3.5
HOMO level (alpha / beta), eV: -8.62 / -8.62
LUMO energy (alpha / beta), eV: -5.13 / -5.17
Maximum force, eV Å⁻¹: 3.46

# C33H30BrN7O3RuSSi

C33H30BrN7O3RuSSi as an isolated structure at a distorted geometry (ωB97M-V/def2-TZVPD, the Open Molecules 2025 dataset).

Structure (XYZ):
```
77
Properties=species:S:1:pos:R:3:forces:R:3:lowdin_spin:R:1
Ru 0.0071 0.8987 1.3671 -0.13 -0.20 -0.05 0.7994
C -3.1696 3.3217 2.9564 0.01 0.00 0.00 -0.0009
C -2.0285 2.3905 2.7041 0.03 0.05 0.00 -0.0018
N -1.1386 2.5937 1.7514 0.06 -0.02 0.02 -0.0028
N -1.2886 3.6098 0.9374 -0.07 0.01 0.02 0.0035
C -0.1169 4.0665 0.3905 0.12 -0.10 -0.02 0.0002
O 0.9869 3.9867 0.9061 -0.06 0.05 -0.02 0.0016
C -0.2949 4.7929 -0.9144 0.00 0.07 0.02 -0.0001
C -1.5425 4.9950 -1.4942 0.00 -0.02 -0.01 0.0001
C -1.6464 5.6394 -2.7186 0.00 0.00 0.00 0.0000
C -0.5047 6.0809 -3.3739 0.00 0.00 0.00 0.0001
C 0.7431 5.8807 -2.7972 0.00 0.00 0.00 0.0000
C 0.8458 5.2426 -1.5709 -0.01 0.04 0.03 0.0001
C -1.7876 1.2516 3.5495 0.08 0.03 0.00 0.0033
C -2.5757 0.9254 4.6651 0.02 0.02 -0.01 -0.0011
C -2.1959 -0.1146 5.4814 0.03 -0.02 -0.01 0.0057
C -1.0338 -0.8336 5.2004 -0.01 0.02 0.02 -0.0014
C -0.3263 -0.4964 4.0680 -0.05 -0.02 -0.02 0.0043
N -0.7018 0.4954 3.2594 -0.04 -0.01 0.00 -0.0078
H -3.0452 4.2077 2.3402 0.00 0.00 0.00 -0.0001
H -3.2137 3.6225 4.0059 0.00 0.00 0.00 -0.0001
H -4.1260 2.8561 2.6994 0.00 0.00 -0.01 -0.0002
H -2.4206 4.6287 -0.9805 0.00 0.00 0.00 0.0000
H -2.6206 5.7907 -3.1676 0.00 0.00 0.00 0.0000
H -0.5867 6.5754 -4.3343 0.00 0.00 0.00 0.0000
H 1.6370 6.2168 -3.3084 0.00 0.00 0.00 0.0000
H 1.8041 5.0687 -1.0990 0.00 0.00 0.00 0.0000
H -3.4682 1.4971 4.8721 0.00 0.01 0.00 -0.0002
H -2.7980 -0.3710 6.3441 0.00 0.00 0.01 0.0004
H -0.6952 -1.6407 5.8329 0.00 -0.01 0.00 -0.0002
H 0.5722 -1.0245 3.7731 -0.01 -0.01 0.00 0.0001
Br 3.3959 -4.5668 -4.7122 -0.01 0.00 0.01 0.0006
C 2.2023 -5.0479 -3.3192 -0.02 0.01 0.02 0.0023
C 2.4419 -6.1923 -2.5779 0.03 -0.01 -0.02 -0.0004
C 1.5667 -6.5285 -1.5602 0.00 -0.01 0.08 0.0019
C 0.4689 -5.7244 -1.2573 0.55 0.42 0.45 -0.0005
C 0.2338 -4.5876 -2.0346 -0.10 -0.09 -0.05 0.0021
C 1.0986 -4.2509 -3.0607 -0.03 -0.05 -0.12 -0.0004
N -0.3563 -6.1993 -0.2041 -0.95 -0.31 -1.11 0.0114
N -1.2572 -5.5203 0.3444 0.66 -0.14 1.26 -0.0026
C -1.2287 -4.1419 0.5749 -0.06 0.28 -0.55 0.0056
C -2.4837 -3.5709 0.7495 0.02 -0.09 -0.12 -0.0023
C -2.6979 -2.2051 0.8540 -0.04 0.08 -0.10 0.0045
C -1.6198 -1.3197 0.8315 0.01 -0.06 -0.07 -0.0031
O -1.7489 -0.0392 0.8375 0.04 0.00 0.24 0.0130
C -0.2957 -1.9080 0.8352 0.02 0.00 0.01 -0.0012
N 0.7239 -1.0201 0.9954 0.04 -0.02 0.03 -0.0057
C 1.9696 -1.4392 0.9845 -0.02 0.05 0.05 -0.0003
C 2.2757 -2.8037 0.8837 -0.01 -0.05 -0.02 -0.0013
C 1.2678 -3.7206 0.7627 -0.03 0.06 0.04 -0.0002
C -0.0782 -3.2909 0.6973 -0.04 -0.08 -0.01 -0.0012
H 3.3003 -6.8127 -2.7953 0.00 -0.01 0.00 -0.0001
H 1.7214 -7.4238 -0.9717 0.00 0.00 0.00 0.0000
H -0.6251 -3.9595 -1.8446 0.03 0.03 0.00 0.0001
H 0.9219 -3.3593 -3.6451 -0.02 -0.01 0.01 -0.0001
H -3.3260 -4.2526 0.7364 -0.01 0.01 0.01 -0.0001
H -3.6973 -1.7964 0.9180 0.00 -0.01 0.02 0.0003
H 2.7373 -0.6844 1.0959 0.00 0.00 0.01 -0.0001
H 3.3104 -3.1151 0.9206 0.00 0.00 0.00 -0.0001
H 1.5005 -4.7732 0.7316 0.03 -0.03 0.00 0.0001
C 0.7565 -0.7749 -2.3729 -0.01 -0.03 0.00 0.0008
Si 0.9492 1.0551 -1.9412 0.02 -0.07 0.05 0.0136
C 2.7709 1.5084 -2.0123 -0.02 0.00 -0.02 0.0048
C 0.0047 2.0062 -3.2530 0.00 0.03 0.04 -0.0001
O 0.3562 1.3873 -0.4803 -0.09 0.15 -0.04 0.0974
H 1.0503 -0.9705 -3.4087 0.00 0.03 -0.02 0.0000
H -0.2892 -1.0769 -2.2541 -0.01 0.00 -0.02 0.0000
H 1.3648 -1.4173 -1.7310 0.02 -0.01 0.00 0.0000
H 3.0959 1.7444 -3.0290 0.01 -0.02 -0.01 0.0006
H 3.4019 0.6984 -1.6373 0.00 0.00 0.03 0.0001
H 2.9506 2.3818 -1.3812 -0.01 0.02 0.00 0.0000
H 0.4447 1.8549 -4.2428 0.00 -0.02 -0.01 0.0000
H 0.0047 3.0771 -3.0402 0.01 -0.03 -0.03 0.0000
H -1.0367 1.6763 -3.2871 -0.01 -0.01 0.01 0.0000
S 4.4935 1.9063 2.5263 0.07 -0.06 -0.03 0.0302
C 2.9146 1.6297 2.2845 -0.10 0.05 0.19 0.0201
N 1.7750 1.4135 2.1446 0.05 0.12 -0.18 0.0082
```
Positions in Å, forces in eV/Å.

Calculated values
Net charge: -1
Orbital gap (alpha / beta), eV: 6.2 / 6.1
HOMO level (alpha / beta), eV: -4.88 / -4.90
LUMO energy (alpha / beta), eV: 1.31 / 1.25
Multiplicity: 2
Maximum force, eV Å⁻¹: 1.49